Entry 1:
# C33H29BrN6O7PS2V

A molecular structure, C33H29BrN6O7PS2V at a distorted geometry (ωB97M-V with the def2-TZVPD basis set, the Open Molecules 2025 dataset).

The charge is +2. The calculation puts the electronic energy at -184641.7194 eV. As for the frontier orbital gap (spin up / spin down): 6.35 / 4.86 eV. As for the HOMO energy (spin up / spin down): -13.75 / -13.75 eV.

Geometry (Å):
V 1.23 0.23 -0.94
O 1.65 3.58 -2.78
C 1.44 3.11 -1.70
O 1.79 1.83 -1.41
C 0.78 3.81 -0.57
C 1.09 5.14 -0.35
C 0.47 5.84 0.68
C -0.50 5.22 1.45
C -0.84 3.89 1.22
C -0.19 3.16 0.22
P -0.79 1.50 -0.19
C -2.02 1.72 -1.48
C -2.30 3.01 -1.96
C -3.27 3.18 -2.93
C -3.97 2.09 -3.43
C -3.69 0.81 -2.96
C -2.72 0.63 -1.99
C -1.53 0.79 1.29
C -2.74 0.11 1.23
C -3.25 -0.47 2.38
C -2.57 -0.37 3.59
C -1.37 0.33 3.65
C -0.85 0.90 2.51
H 1.83 5.62 -0.98
H 0.73 6.87 0.86
H -1.00 5.76 2.23
H -1.62 3.43 1.81
H -1.78 3.87 -1.57
H -3.49 4.18 -3.29
H -4.73 2.24 -4.18
H -4.25 -0.04 -3.33
H -2.52 -0.37 -1.62
H -3.30 0.04 0.31
H -4.19 -1.01 2.34
H -2.97 -0.83 4.48
H -0.84 0.42 4.59
H 0.09 1.44 2.56
O 0.24 -3.74 2.76
S 0.46 -2.49 3.41
O -0.42 -2.01 4.41
N 0.54 -1.32 2.17
C 1.72 -0.84 2.13
S 2.15 0.50 1.03
C 2.72 -1.32 3.10
C 4.04 -0.94 3.28
C 4.77 -1.57 4.29
C 4.18 -2.55 5.08
C 2.85 -2.93 4.90
C 2.15 -2.29 3.90
H 4.51 -0.17 2.67
H 5.80 -1.30 4.45
H 4.77 -3.03 5.86
H 2.39 -3.69 5.52
N 0.28 1.54 -4.47
C -0.07 0.36 -3.96
N -0.71 -0.52 -4.73
O 0.21 0.03 -2.77
H 0.09 1.76 -5.44
H 0.90 2.16 -3.97
H -1.03 -0.28 -5.66
H -1.09 -1.35 -4.31
Br -1.72 -7.29 0.20
C -1.51 -5.54 -0.43
C -2.57 -4.91 -1.08
N -2.50 -3.67 -1.55
C -1.36 -3.01 -1.37
C -0.26 -3.56 -0.73
C -0.32 -4.87 -0.26
C 0.97 -2.77 -0.61
O 2.10 -3.14 -0.53
O 0.74 -1.40 -0.67
H -3.51 -5.43 -1.22
H -1.29 -2.01 -1.77
H 0.53 -5.32 0.24
N 4.02 0.19 -2.23
N 2.83 -0.61 -2.14
H 4.60 -0.15 -2.99
H 4.55 0.06 -1.37
H 3.02 -1.55 -1.79
H 2.45 -0.71 -3.07

=====

Entry 2:
# C33H29FGaO10

A molecular structure, C33H29FGaO10 (ωB97M-V with the def2-TZVPD basis set, the Open Molecules 2025 dataset).

The charge is -1. The calculation puts the electronic energy at -110256.0159 eV. As for the frontier orbital gap: 4.55 eV. As for the HOMO energy: -4.83 eV.

Geometry (Å):
C 5.36 2.93 2.05
C 4.51 4.21 1.97
C 3.36 4.06 0.96
Ga 1.60 3.44 1.76
F 1.75 3.18 3.57
H 4.72 2.06 1.88
H 6.15 2.92 1.30
H 5.81 2.80 3.04
H 5.16 5.04 1.68
H 4.13 4.42 2.97
H 3.65 3.32 0.21
H 3.18 5.00 0.44
H 1.14 2.00 1.15
H 0.43 4.51 1.44
C -2.98 0.74 1.15
C -2.18 1.72 0.74
C -1.51 1.66 -0.59
O -0.76 2.54 -0.94
C -1.75 0.46 -1.43
C -2.53 -0.53 -1.01
C -3.21 -0.46 0.31
O -3.93 -1.37 0.68
H -3.47 0.75 2.11
H -1.96 2.60 1.33
H -1.23 0.43 -2.38
H -2.69 -1.42 -1.59
C 2.78 -1.93 -2.38
C 3.40 -2.76 -1.54
C 2.91 -2.93 -0.14
O 3.46 -3.70 0.62
C 1.72 -2.15 0.27
C 1.10 -1.33 -0.57
C 1.58 -1.16 -1.97
O 1.03 -0.42 -2.75
H 3.12 -1.78 -3.40
H 4.27 -3.34 -1.82
H 1.39 -2.29 1.29
H 0.23 -0.76 -0.28
C 2.23 6.76 -3.51
C 2.10 5.91 -4.53
C 1.48 4.57 -4.34
O 1.37 3.81 -5.29
C 1.01 4.22 -2.99
C 1.14 5.06 -1.96
C 1.75 6.40 -2.14
O 1.87 7.19 -1.24
H 2.68 7.74 -3.62
H 2.44 6.15 -5.53
H 0.57 3.24 -2.86
H 0.80 4.80 -0.97
C -6.54 -2.30 6.10
C -5.76 -1.30 5.71
C -5.07 -1.33 4.40
O -4.35 -0.42 4.05
C -5.29 -2.51 3.52
C -6.08 -3.51 3.92
C -6.77 -3.48 5.24
O -7.49 -4.39 5.60
H -7.05 -2.30 7.06
H -5.57 -0.42 6.33
H -4.79 -2.50 2.57
H -6.26 -4.38 3.31
C 0.14 -6.34 -3.74
C -0.52 -5.20 -3.54
C -0.56 -4.56 -2.20
O -1.17 -3.53 -2.02
C 0.17 -5.24 -1.09
C 0.83 -6.37 -1.29
C 0.87 -7.01 -2.63
O 1.47 -8.05 -2.81
H 0.19 -6.83 -4.70
H -1.05 -4.69 -4.33
H 0.13 -4.75 -0.12
H 1.37 -6.88 -0.50

=====

Entry 3:
# C33H30AuGeNO2S

A molecular structure, C33H30AuGeNO2S (ωB97M-V with the def2-TZVPD basis set, the Open Molecules 2025 dataset).

The charge is 0. The calculation puts the electronic energy at -111335.8319 eV. As for the frontier orbital gap: 8.49 eV. As for the HOMO energy: -8.48 eV.

Geometry (Å):
Au -0.13 -1.32 -0.16
O 0.37 -0.85 3.88
C 0.55 -1.39 2.80
O -0.33 -1.32 1.84
C 1.79 -2.27 2.66
C 2.35 -2.63 1.28
Ge 3.35 -1.30 0.22
C 5.23 -1.51 0.72
C 5.83 -0.66 1.64
C 7.15 -0.85 2.04
C 7.88 -1.91 1.52
C 7.30 -2.76 0.60
C 5.98 -2.57 0.20
C 3.00 0.62 0.30
C 3.94 1.45 -0.32
C 3.77 2.82 -0.39
C 2.65 3.41 0.18
C 1.71 2.61 0.82
C 1.88 1.23 0.88
C 3.22 -1.88 -1.66
C 2.95 -3.22 -1.97
C 2.86 -3.64 -3.29
C 3.05 -2.74 -4.33
C 3.32 -1.41 -4.04
C 3.40 -0.99 -2.72
H 1.51 -3.20 3.17
H 2.56 -1.81 3.29
H 1.56 -3.07 0.66
H 3.10 -3.41 1.43
H 5.27 0.18 2.05
H 7.60 -0.18 2.76
H 8.91 -2.06 1.83
H 7.87 -3.59 0.18
H 5.54 -3.23 -0.53
H 4.84 1.01 -0.75
H 4.52 3.44 -0.87
H 2.52 4.48 0.14
H 0.85 3.06 1.29
H 1.13 0.64 1.38
H 2.79 -3.94 -1.17
H 2.64 -4.68 -3.51
H 2.98 -3.08 -5.35
H 3.47 -0.70 -4.84
H 3.61 0.05 -2.51
N 0.02 -1.14 -2.16
S -0.97 -0.29 -3.06
C -1.13 -1.13 -4.62
C -0.05 -1.25 -5.49
C -0.20 -2.00 -6.65
C -1.42 -2.61 -6.93
C -2.49 -2.49 -6.05
C -2.34 -1.74 -4.89
C -0.07 1.18 -3.57
C 0.98 1.60 -2.75
C 1.65 2.77 -3.07
C 1.27 3.51 -4.18
C 0.21 3.09 -4.97
C -0.47 1.92 -4.67
H 0.89 -1.39 -2.62
H 0.89 -0.76 -5.27
H 0.63 -2.10 -7.33
H -1.53 -3.19 -7.83
H -3.43 -2.96 -6.27
H -3.17 -1.64 -4.19
H 1.25 1.01 -1.88
H 2.46 3.10 -2.44
H 1.79 4.43 -4.42
H -0.09 3.68 -5.83
H -1.29 1.59 -5.29